Entry 1:
The following is a quantum chemistry calculation of a cluster of 2 separate species, C4H12N3O in total in a non-equilibrium geometry, from the Open Molecules 2025 dataset.

```
20
Properties=species:S:1:pos:R:3:lowdin_charge:R:1
C -1.597 0.171 -0.143 -0.3916
C 1.422 1.391 1.552 0.0622
C 1.844 -0.813 -1.201 -0.0211
C 0.638 -0.730 -0.429 -0.3613
N -2.662 0.452 -0.950 0.1907
N -1.576 0.127 1.195 0.2226
N -0.481 -0.027 -0.840 0.1572
O 0.500 -1.737 0.516 0.0709
H 0.580 1.942 1.013 0.0023
H 0.804 0.833 2.425 0.0418
H 2.318 1.052 1.049 -0.0232
H 1.820 -0.273 -2.161 0.1033
H 2.295 -1.801 -1.406 0.1130
H 2.580 -0.224 -0.637 0.0819
H -3.572 0.654 -0.506 0.1445
H -2.373 1.043 -1.716 0.1235
H -2.260 0.443 1.843 0.1279
H -0.802 -0.403 1.688 0.1294
H -0.485 0.395 -1.713 0.1424
H 1.006 -2.495 0.422 0.0836
```

Values from the calculation:
- LUMO energy (alpha / beta) (eV) = -3.690 / -3.257
- ΔE to the lowest compared entry with this formula, charge and spin (kcal/mol) = 114.7
- multiplicity = 1
- orbital gap (alpha / beta) (hartree) = 0.318 / 0.280
- charge = +1
- E (eV) = -10850.120

=====

Entry 2:
The following is a quantum chemistry calculation of a structure of composition C30H49AuN11P in a non-equilibrium geometry, from the Open Molecules 2025 dataset.

```
92
Properties=species:S:1:pos:R:3:lowdin_charge:R:1
Au 2.238 -0.937 -0.047 1.0490
N 4.781 -1.024 2.197 0.1429
C 5.189 -1.047 0.887 -0.2638
C 6.575 -0.992 0.651 0.0226
C 7.051 -1.017 -0.637 -0.0154
C 6.139 -1.101 -1.689 -0.0316
C 4.802 -1.141 -1.383 -0.1306
N 4.326 -1.107 -0.129 -0.0487
C 3.565 -1.133 2.823 -0.2768
C 3.528 -0.944 4.218 0.0227
C 2.326 -1.035 4.880 -0.0177
C 1.179 -1.358 4.157 -0.0325
C 1.300 -1.553 2.803 -0.1420
N 2.456 -1.427 2.149 0.0185
H 5.550 -0.920 2.848 0.1537
H 7.259 -0.934 1.485 0.1272
H 8.110 -0.983 -0.833 0.1276
H 6.465 -1.140 -2.716 0.1205
H 4.055 -1.217 -2.157 0.1052
H 4.437 -0.716 4.754 0.1254
H 2.272 -0.862 5.944 0.1274
H 0.221 -1.452 4.641 0.1166
H 0.460 -1.822 2.179 0.0688
C 0.057 5.619 -0.259 -0.0668
C 0.541 5.294 -1.669 -0.3832
C -0.348 4.275 -2.383 -0.0614
C 2.005 4.812 -1.640 -0.0984
N 2.139 3.527 -1.008 -0.0886
C 2.249 2.305 -1.549 -0.1079
N 2.306 1.434 -0.561 -0.0686
N 2.224 2.136 0.565 -0.0244
N 2.125 3.369 0.310 0.0754
H -0.984 5.924 -0.281 0.0842
H 0.635 6.437 0.159 0.0866
H 0.155 4.767 0.407 0.0466
H 0.539 6.217 -2.257 0.1446
H -0.374 3.325 -1.852 0.0446
H 0.004 4.099 -3.398 0.0832
H -1.364 4.649 -2.450 0.0880
H 2.603 5.519 -1.065 0.1393
H 2.398 4.729 -2.654 0.1373
H 2.285 2.078 -2.590 0.1371
N 0.362 -1.049 -0.580 -0.2505
P -1.163 -1.140 -0.347 0.6194
N -1.801 -2.496 0.424 -0.1983
C -3.143 -2.645 0.946 -0.2036
C -3.120 -3.391 2.284 -0.1680
C -2.419 -4.736 2.122 -0.1877
C -1.023 -4.540 1.536 -0.1694
C -1.108 -3.752 0.226 -0.2092
N -1.906 0.137 0.480 -0.1914
C -1.846 1.405 -0.238 -0.2147
C -2.081 2.592 0.689 -0.1788
C -3.225 2.246 1.635 -0.1699
C -2.825 1.072 2.539 -0.1498
C -1.690 0.256 1.906 -0.2246
N -1.874 -1.063 -1.873 -0.1466
C -3.299 -1.172 -2.061 -0.1912
C -3.733 -0.313 -3.249 -0.1566
C -3.068 -0.788 -4.550 -0.1744
C -1.787 -1.579 -4.255 -0.1681
C -1.061 -0.976 -3.064 -0.2118
H -3.745 -3.234 0.241 0.1317
H -3.600 -1.661 1.061 0.1058
H -4.147 -3.539 2.615 0.1219
H -2.605 -2.790 3.035 0.1061
H -3.008 -5.377 1.464 0.1208
H -2.347 -5.236 3.089 0.1189
H -0.563 -5.506 1.330 0.1202
H -0.391 -4.009 2.250 0.0977
H -1.640 -4.365 -0.512 0.1309
H -0.110 -3.523 -0.161 0.0961
H -2.633 1.395 -0.999 0.1086
H -0.880 1.490 -0.752 0.0851
H -2.334 3.463 0.086 0.1118
H -1.181 2.829 1.257 0.1074
H -4.099 1.979 1.037 0.1178
H -3.494 3.112 2.238 0.1179
H -3.693 0.434 2.711 0.1103
H -2.477 1.431 3.508 0.1175
H -1.649 -0.745 2.337 0.0877
H -0.726 0.744 2.106 0.1175
H -3.794 -0.853 -1.139 0.1135
H -3.587 -2.214 -2.263 0.1393
H -3.458 0.724 -3.045 0.1046
H -4.818 -0.355 -3.339 0.1228
H -2.831 0.080 -5.167 0.1151
H -3.752 -1.417 -5.119 0.1162
H -1.132 -1.567 -5.125 0.1207
H -2.029 -2.620 -4.036 0.1181
H -0.837 0.079 -3.275 0.1271
H -0.106 -1.469 -2.857 0.0995
```

Values from the calculation:
- LUMO energy (alpha / beta) (eV) = -4.911 / -8.103
- multiplicity = 3
- orbital gap (alpha / beta) (hartree) = 0.327 / 0.195
- charge = +2
- E (eV) = -61263.011

=====

Entry 3:
The following is a quantum chemistry calculation of a cluster of 8 separate species, C18H48O12S6 in total in a non-equilibrium geometry, from the Open Molecules 2025 dataset.

```
84
Properties=species:S:1:pos:R:3:lowdin_charge:R:1
C 7.440 18.618 12.311 -0.2606
S 9.138 18.710 12.989 0.8193
O 10.040 18.441 11.819 -0.5727
C 9.154 20.463 13.324 -0.2910
H 7.313 19.154 11.371 0.0566
H 6.786 19.046 13.072 0.0289
H 7.174 17.586 12.092 0.0501
H 10.136 20.821 13.644 0.0509
H 8.454 20.742 14.113 0.0319
H 8.999 21.097 12.446 0.0580
C -0.339 24.124 12.683 -0.2338
S -0.471 22.437 13.427 0.8449
O -0.282 21.521 12.261 -0.5651
C 1.068 22.523 14.372 -0.2866
H -1.312 24.450 12.320 0.0465
H 0.307 23.994 11.814 0.0416
H 0.092 24.915 13.297 0.0520
H 1.958 22.812 13.812 0.0530
H 1.202 21.545 14.824 0.0232
H 0.893 23.336 15.079 0.0544
C 5.261 22.641 10.010 -0.2569
S 3.553 23.064 9.550 0.8389
O 3.352 22.380 8.217 -0.5736
C 2.672 21.955 10.694 -0.2688
H 6.005 23.277 9.541 0.0482
H 5.368 21.570 9.841 0.0547
H 5.404 22.746 11.091 0.0443
H 1.616 22.209 10.771 0.0233
H 3.119 22.014 11.690 0.0333
H 2.730 20.910 10.396 0.0328
C 1.921 18.075 11.257 -0.2504
S 3.186 18.441 12.515 0.8449
O 4.244 19.365 11.965 -0.5635
C 2.119 19.348 13.672 -0.2512
H 2.401 17.602 10.397 0.0556
H 1.571 19.005 10.804 0.0416
H 1.136 17.427 11.623 0.0142
H 1.161 18.838 13.764 0.0308
H 2.029 20.331 13.214 0.0165
H 2.607 19.385 14.642 0.0304
C -1.402 17.420 11.689 -0.2573
S -2.163 16.274 12.878 0.8092
O -3.194 15.376 12.244 -0.5600
C -0.732 15.251 13.247 -0.2608
H -0.821 18.177 12.215 0.0348
H -2.241 17.978 11.274 0.0554
H -0.859 16.850 10.938 0.0503
H -0.131 15.622 14.075 0.0281
H -0.130 15.172 12.340 0.0449
H -1.085 14.266 13.548 0.0529
C -0.488 19.280 17.679 -0.2509
S -0.824 17.732 16.770 0.8248
O -0.406 17.866 15.347 -0.5759
C 0.298 16.547 17.629 -0.2419
H -0.631 19.245 18.760 0.0547
H -1.226 19.973 17.282 0.0449
H 0.565 19.539 17.562 0.0489
H 0.020 16.545 18.686 0.0483
H 1.336 16.874 17.575 0.0525
H 0.132 15.533 17.276 0.0469
C 7.549 19.587 18.941 -0.0328
O 6.549 20.493 18.487 0.0106
C 6.297 20.605 17.202 -0.6379
O 6.956 20.091 16.324 0.1093
O 5.265 21.409 17.045 0.0171
C 4.742 21.429 15.700 -0.0087
H 8.515 20.085 18.826 0.0987
H 7.592 18.586 18.526 0.0999
H 7.416 19.583 20.022 0.0938
H 4.246 20.469 15.568 0.0800
H 5.507 21.618 14.954 0.0982
H 3.955 22.179 15.677 0.0859
C 1.485 15.907 4.322 -0.0631
O 1.240 17.138 4.966 0.0164
C 1.876 17.356 6.108 -0.6058
O 2.743 16.696 6.588 0.1459
O 1.377 18.520 6.582 0.0087
C 1.967 19.099 7.722 -0.0591
H 0.686 15.833 3.581 0.0926
H 1.410 14.970 4.873 0.0978
H 2.415 15.865 3.754 0.0969
H 1.824 20.164 7.544 0.0894
H 3.017 18.927 7.966 0.1039
H 1.439 18.855 8.647 0.0657
```

Values from the calculation:
- LUMO energy (eV) = -0.194
- multiplicity = 1
- orbital gap (hartree) = 0.305
- E (eV) = -109019.494

=====

Question: Among the records above, which one has the highest E?
Answer: C4H12N3O

=====

Question: What is the formula in the first record?
Answer: C4H12N3O